[1]
{"formula": "C31H26BrMoN3O6S2", "method": "ωB97M-V with the def2-TZVPD basis set", "homo_ev": [-7.60, -8.38], "homo_lumo_gap_ev": [7.3, 7.4], "multiplicity": 3, "species": ["Mo", "C", "C", "N", "N", "C", "S", "S", "C", "C", "C", "C", "C", "C", "C", "C", "C", "C", "C", "C", "C", "O", "H", "H", "H", "H", "H", "H", "H", "H", "H", "H", "H", "H", "H", "H", "C", "O", "C", "C", "C", "C", "C", "C", "O", "C", "O", "C", "H", "H", "H", "H", "H", "H", "H", "H", "H", "Br", "C", "C", "N", "C", "C", "C", "C", "O", "O", "H", "H", "H"], "coordinates": [[0.69411, 0.07701, -0.84448], [0.07762, 3.65229, 1.85589], [-0.01800, 2.73178, 0.67686], [0.50577, 1.55345, 0.73024], [1.09817, 1.23973, 1.96678], [2.15930, 0.52514, 1.83764], [2.86198, -0.01519, 0.34362], [3.02071, 0.03270, 3.28969], [1.88474, 0.57473, 4.58238], [2.05034, 1.98777, 5.09835], [2.75521, 2.96383, 4.40795], [2.83879, 4.25890, 4.90247], [2.21725, 4.59491, 6.09586], [1.51562, 3.62310, 6.79709], [1.43666, 2.33089, 6.30087], [-0.70317, 3.17059, -0.54441], [-1.72634, 4.12269, -0.50535], [-2.39049, 4.49476, -1.65666], [-2.02692, 3.91799, -2.87300], [-1.00593, 2.99153, -2.93983], [-0.33001, 2.61772, -1.77855], [0.69772, 1.77194, -1.82214], [1.12421, 3.77607, 2.13063], [-0.40925, 3.21749, 2.72981], [-0.34741, 4.62465, 1.63235], [2.01824, -0.14101, 5.39442], [0.88033, 0.44595, 4.17859], [3.24975, 2.70465, 3.48012], [3.39608, 5.00698, 4.35234], [2.28478, 5.60388, 6.48161], [1.03396, 3.87062, 7.73452], [0.89077, 1.57496, 6.85521], [-2.02195, 4.55530, 0.44103], [-3.18776, 5.22381, -1.61275], [-2.55356, 4.19430, -3.77785], [-0.70830, 2.54194, -3.87825], [2.37371, -6.52947, -2.26128], [1.14792, -6.55051, -1.53948], [0.65405, -5.37965, -1.10712], [-0.54198, -5.49060, -0.34836], [-1.09328, -4.36970, 0.17525], [-0.51782, -3.08214, -0.02650], [-1.00129, -1.93580, 0.63699], [-2.27076, -1.90342, 1.42768], [-0.38065, -0.82982, 0.62308], [0.63873, -2.98005, -0.86051], [1.17001, -1.85904, -1.20771], [1.22837, -4.15938, -1.36601], [2.61475, -7.56715, -2.46825], [3.16592, -6.07706, -1.66261], [2.26384, -5.98336, -3.19975], [-0.97438, -6.46895, -0.19759], [-1.98379, -4.46730, 0.77899], [-2.59409, -2.87133, 1.79475], [-3.04324, -1.50580, 0.76399], [-2.15404, -1.20874, 2.25665], [2.11614, -4.04472, -1.96825], [-5.12675, -2.23239, -5.13356], [-3.32354, -1.68731, -5.26706], [-2.69715, -1.68272, -6.50471], [-1.43385, -1.30022, -6.67056], [-0.75390, -0.92707, -5.58900], [-1.30222, -0.91298, -4.31361], [-2.62413, -1.29318, -4.14515], [-0.47129, -0.51651, -3.14238], [-1.07009, -0.31138, -2.02164], [0.76007, -0.39815, -3.23554], [-3.23673, -1.99874, -7.38962], [0.27509, -0.62029, -5.73069], [-3.07668, -1.27292, -3.16347]], "forces_ev_per_angstrom": [[0.197, -0.406, -0.742], [0.000, -0.032, 0.004], [-0.241, 0.144, -0.095], [0.184, 0.026, 0.330], [-0.019, -0.028, -0.300], [0.071, 0.081, 0.156], [-0.119, 0.097, 0.015], [-0.043, -0.132, -0.126], [0.027, 0.128, 0.020], [-0.014, -0.007, -0.026], [0.005, -0.006, -0.014], [-0.007, 0.012, 0.008], [-0.002, -0.027, -0.005], [0.012, 0.004, -0.014], [-0.011, -0.010, -0.005], [-0.059, -0.040, 0.161], [-0.026, -0.010, -0.019], [0.025, -0.030, -0.014], [-0.031, 0.002, -0.006], [0.063, 0.063, -0.066], [0.191, -0.041, 0.155], [-0.096, 0.113, -0.019], [0.021, 0.004, 0.005], [-0.010, -0.014, -0.013], [0.002, 0.004, 0.014], [0.013, 0.011, 0.015], [-0.012, -0.025, 0.042], [0.001, 0.013, -0.007], [-0.004, -0.006, 0.001], [0.000, -0.003, -0.001], [0.000, -0.004, -0.003], [-0.002, 0.006, -0.002], [-0.014, -0.003, -0.004], [-0.009, -0.012, -0.002], [0.012, 0.014, 0.001], [0.025, 0.019, -0.001], [-0.043, 0.009, 0.010], [0.029, -0.028, -0.032], [-0.031, -0.087, -0.018], [0.042, 0.024, -0.029], [-0.001, 0.063, -0.002], [-0.067, -0.052, -0.049], [0.231, 0.013, 0.004], [-0.006, -0.057, 0.061], [-0.377, 0.198, 0.175], [-0.047, -0.042, -0.063], [0.148, -0.078, 0.202], [-0.036, 0.031, 0.055], [0.003, -0.005, -0.003], [0.015, -0.006, -0.006], [0.002, 0.005, -0.004], [0.031, -0.010, 0.019], [-0.011, 0.020, -0.020], [-0.002, 0.006, 0.010], [-0.011, 0.000, 0.014], [0.011, 0.007, -0.007], [-0.002, 0.011, 0.000], [-0.024, -0.011, 0.000], [-0.004, 0.003, 0.009], [0.067, 0.020, -0.046], [-0.042, -0.006, 0.083], [0.009, -0.032, -0.093], [0.067, 0.014, 0.037], [-0.049, 0.035, 0.024], [-0.179, 0.104, 0.076], [0.098, -0.030, 0.026], [0.040, 0.000, 0.133], [-0.001, 0.013, -0.007], [0.005, -0.022, 0.000], [0.006, -0.015, -0.002]], "lowdin_charge": [1.713, -0.001, -0.213, -0.115, -0.054, -1.100, 0.603, 0.916, -0.428, -0.278, -0.078, -0.083, -0.096, -0.088, -0.054, -0.106, -0.033, -0.086, -0.069, 0.000, -0.326, -0.256, 0.081, 0.099, 0.072, 0.078, 0.077, 0.089, 0.104, 0.099, 0.101, 0.112, 0.107, 0.101, 0.107, 0.123, -0.061, -0.058, -0.269, 0.000, -0.012, -0.092, -0.324, 0.025, -0.163, -0.285, -0.245, 0.071, 0.094, 0.099, 0.099, 0.120, 0.107, 0.072, 0.109, 0.096, 0.120, 0.744, -0.668, -0.184, 0.080, -0.067, -0.107, -0.044, -0.591, -0.116, -0.013, 0.103, 0.125, 0.117]}

=====

[2]
{"formula": "C31H26CrF5N4OP", "method": "ωB97M-V with the def2-TZVPD basis set", "homo_ev": [-11.25, -10.99], "e_above_lowest_kj_mol": 90.3, "charge": 1, "homo_lumo_gap_ev": [7.9, 8.0], "multiplicity": 2, "species": ["Cr", "N", "P", "C", "C", "C", "C", "C", "C", "C", "C", "C", "C", "C", "C", "C", "C", "C", "C", "C", "N", "H", "H", "H", "H", "H", "H", "H", "H", "H", "H", "H", "H", "H", "H", "H", "N", "C", "O", "C", "C", "H", "H", "H", "H", "H", "H", "C", "C", "C", "N", "C", "C", "H", "H", "H", "H", "H", "F", "C", "C", "C", "F", "C", "F", "C", "F", "C", "F"], "coordinates": [[-0.16905, -0.35281, 0.02589], [0.92447, 1.66224, 1.91544], [-0.05432, 2.02561, 0.46179], [-1.24173, 3.07088, 1.35569], [-1.08683, 4.44156, 1.54447], [-2.01379, 5.15036, 2.30029], [-3.09137, 4.49899, 2.88452], [-3.22184, 3.12326, 2.74298], [-2.30070, 2.41567, 1.98567], [1.15352, 3.07788, -0.40101], [2.46861, 2.61324, -0.46788], [3.43399, 3.31879, -1.16925], [3.09858, 4.49871, -1.81718], [1.79282, 4.96728, -1.76032], [0.82414, 4.25891, -1.06284], [0.55006, 0.62586, 2.70900], [0.84813, 0.58670, 4.08214], [0.47650, -0.50552, 4.81404], [-0.21230, -1.56660, 4.20489], [-0.48151, -1.46760, 2.87270], [-0.11043, -0.39867, 2.12080], [1.36812, 2.43144, 2.39954], [-0.23407, 4.96684, 1.13519], [-1.88731, 6.21753, 2.43329], [-3.82042, 5.05853, 3.45697], [-4.04065, 2.60062, 3.22007], [-2.40416, 1.33845, 1.89956], [2.74159, 1.69338, 0.02809], [4.44862, 2.94370, -1.20965], [3.85116, 5.04942, -2.36777], [1.52320, 5.88676, -2.26268], [-0.19091, 4.63306, -1.03997], [1.36222, 1.42339, 4.53653], [0.71074, -0.54539, 5.87065], [-0.52543, -2.43772, 4.76096], [-1.01430, -2.24566, 2.34264], [0.75497, -4.34136, -0.07416], [0.74605, -3.01942, 0.01521], [-0.32624, -2.38345, -0.08382], [2.01509, -2.26265, 0.27883], [1.79897, -0.75584, 0.09509], [-0.10264, -4.83237, -0.27265], [1.61649, -4.85789, -0.04107], [2.80170, -2.65282, -0.37282], [2.31380, -2.50015, 1.30379], [2.16890, -0.41810, -0.87655], [2.31772, -0.19539, 0.86925], [-3.82381, 2.83292, -3.39068], [-2.52271, 3.16794, -3.72595], [-1.52879, 3.00227, -2.77768], [-1.75276, 2.52681, -1.54880], [-3.01175, 2.19397, -1.24570], [-4.07182, 2.33003, -2.12444], [-4.62783, 2.95600, -4.10576], [-2.27155, 3.55234, -4.70586], [-0.49857, 3.23999, -3.01832], [-3.18496, 1.78964, -0.25325], [-5.06696, 2.03922, -1.81680], [1.53532, 0.55688, -2.95503], [0.25812, 0.13861, -3.08042], [-0.48684, -0.24109, -1.99021], [-1.78134, -0.62053, -2.25658], [-2.58311, -0.96876, -1.20737], [-2.36168, -0.61116, -3.50482], [-3.64005, -0.93600, -3.69781], [-1.57322, -0.22402, -4.57337], [-2.08967, -0.18393, -5.80053], [-0.25529, 0.14054, -4.36484], [0.49571, 0.51475, -5.40324]], "forces_ev_per_angstrom": [[0.372, -0.201, -0.205], [-0.030, 0.122, -0.296], [0.744, -0.112, 0.445], [-0.216, 0.022, -0.173], [-0.013, 0.054, 0.117], [0.020, -0.041, -0.019], [0.037, -0.037, -0.031], [0.023, 0.050, 0.012], [-0.035, 0.001, 0.044], [-0.036, -0.054, -0.039], [0.002, 0.040, 0.008], [-0.030, 0.005, 0.015], [-0.044, 0.011, -0.007], [0.038, -0.047, 0.009], [-0.054, 0.062, 0.037], [-0.185, -0.320, 0.033], [0.079, 0.125, -0.097], [-0.068, -0.210, 0.148], [0.095, 0.085, 0.179], [-0.010, 0.248, -0.291], [-0.060, 0.079, 0.119], [-0.060, 0.035, 0.019], [-0.056, -0.026, -0.052], [-0.009, -0.029, -0.004], [0.040, -0.022, 0.000], [-0.001, 0.010, -0.007], [-0.027, 0.021, -0.058], [0.019, 0.016, 0.010], [-0.026, 0.004, -0.005], [-0.033, -0.011, 0.026], [-0.003, 0.004, -0.002], [0.033, -0.035, -0.006], [0.006, -0.028, -0.004], [-0.026, -0.004, -0.023], [0.005, 0.033, 0.016], [0.014, 0.000, -0.045], [0.045, -0.187, -0.066], [-0.192, 0.502, -0.032], [0.085, -0.181, 0.110], [0.039, -0.074, -0.109], [-0.012, -0.036, 0.204], [0.009, 0.013, 0.002], [-0.011, -0.013, 0.011], [0.047, -0.020, 0.055], [0.006, 0.014, 0.025], [-0.163, 0.020, -0.052], [0.091, -0.014, -0.034], [-0.062, 0.011, -0.067], [-0.012, 0.021, -0.052], [0.164, -0.188, 0.100], [-0.315, 0.160, -0.043], [0.103, 0.006, 0.005], [-0.028, -0.047, 0.006], [0.026, -0.016, 0.026], [-0.016, -0.013, 0.026], [-0.013, 0.022, 0.010], [0.034, 0.080, -0.090], [0.013, 0.007, -0.011], [-0.025, -0.038, 0.174], [0.159, 0.113, -0.189], [-0.286, -0.088, 0.393], [-0.246, -0.034, -0.102], [0.104, 0.071, 0.173], [-0.052, 0.031, -0.115], [0.041, -0.003, 0.032], [-0.091, 0.008, -0.264], [0.048, -0.006, 0.089], [0.067, 0.027, -0.145], [-0.057, 0.000, 0.058]], "lowdin_charge": [0.669, -0.078, 1.068, -0.345, -0.074, -0.060, -0.065, -0.064, -0.123, -0.324, -0.091, -0.060, -0.061, -0.061, -0.126, -0.382, 0.010, -0.036, -0.049, -0.100, -0.004, 0.125, 0.097, 0.112, 0.111, 0.111, 0.099, 0.079, 0.112, 0.112, 0.112, 0.096, 0.122, 0.121, 0.113, 0.120, 0.222, -0.475, -0.054, -0.133, -0.203, 0.136, 0.129, 0.129, 0.131, 0.068, 0.052, -0.047, -0.040, -0.130, 0.035, -0.134, -0.039, 0.118, 0.116, 0.111, 0.095, 0.115, 0.079, -0.228, -0.104, -0.252, 0.056, -0.150, 0.130, -0.136, 0.137, -0.149, 0.128]}

=====

[3]
{"formula": "C31H26F4NO5OsS2", "method": "ωB97M-V with the def2-TZVPD basis set", "homo_ev": -3.91, "e_above_lowest_kj_mol": 69.9, "charge": -1, "homo_lumo_gap_ev": 5.7, "species": ["Os", "S", "C", "C", "C", "C", "C", "C", "S", "H", "H", "H", "H", "C", "C", "C", "C", "C", "C", "C", "F", "C", "C", "C", "O", "C", "C", "N", "C", "C", "O", "O", "H", "H", "H", "H", "H", "H", "H", "H", "H", "H", "H", "F", "C", "F", "F", "C", "C", "C", "C", "C", "C", "C", "C", "C", "C", "O", "O", "H", "H", "H", "H", "H", "H", "H", "H", "H", "H", "H"], "coordinates": [[-0.92208, 0.96769, 0.60765], [-1.19200, 1.13284, 2.86991], [-0.60198, 2.70823, 3.36703], [-1.05199, 3.35951, 4.51005], [-0.58332, 4.63195, 4.81124], [0.34870, 5.24649, 3.97862], [0.83582, 4.57284, 2.86584], [0.35946, 3.30186, 2.56753], [0.91402, 2.35235, 1.21201], [-1.77369, 2.86569, 5.15063], [-0.95691, 5.15025, 5.68599], [0.68245, 6.25603, 4.18676], [1.57022, 5.03065, 2.21379], [4.82987, -3.24867, -1.99296], [5.25139, -2.22314, -0.94460], [6.49237, -1.47151, -1.42022], [6.64523, -0.13397, -0.71017], [5.43792, 0.70122, -1.01440], [5.48199, 2.03669, -1.32272], [4.28942, 2.74790, -1.48198], [4.38112, 4.05656, -1.80118], [3.06771, 2.17748, -1.29784], [3.00641, 0.80566, -0.99263], [1.72412, 0.18266, -0.67818], [0.66508, 0.83822, -0.87785], [1.78714, -1.13995, -0.16247], [2.96242, -1.82073, -0.22307], [4.12573, -1.29845, -0.66361], [4.18640, 0.06381, -0.91974], [0.60113, -1.83039, 0.47374], [0.57108, -3.06336, 0.44649], [-0.23364, -1.05574, 1.01679], [5.61197, -4.00088, -2.11031], [4.67092, -2.75592, -2.95396], [3.90590, -3.75484, -1.71703], [5.47706, -2.74616, -0.01140], [6.41018, -1.29197, -2.49524], [7.36333, -2.10665, -1.25126], [7.56089, 0.37583, -1.00898], [6.69276, -0.30315, 0.37116], [6.42926, 2.55383, -1.41499], [2.15296, 2.75333, -1.34422], [2.97262, -2.85792, 0.08880], [-3.06559, 2.58979, -0.51031], [-1.80188, 2.74815, 0.02741], [-1.11756, 3.40180, -0.97279], [-1.98980, 3.71106, 0.97511], [-7.44990, -3.82863, -1.15154], [-6.28609, -2.89660, -0.93367], [-4.97913, -3.34496, -1.05505], [-3.89126, -2.50220, -0.84374], [-2.48714, -3.02928, -0.98521], [-4.14333, -1.17500, -0.48799], [-5.45034, -0.68517, -0.38924], [-5.72264, 0.76132, -0.06471], [-6.50367, -1.55834, -0.62472], [-2.99558, -0.29216, -0.14103], [-2.89902, 0.21436, 1.00850], [-2.07040, -0.03221, -0.95795], [-7.13042, -4.87028, -1.12280], [-7.92118, -3.64459, -2.12014], [-8.21342, -3.68312, -0.38551], [-4.79397, -4.38428, -1.30751], [-2.49952, -4.05135, -1.36363], [-1.95226, -3.02295, -0.03279], [-1.90539, -2.40829, -1.66407], [-5.17185, 1.07861, 0.81887], [-6.78819, 0.92033, 0.10080], [-5.39860, 1.40578, -0.88412], [-7.52130, -1.18796, -0.54517]], "forces_ev_per_angstrom": [[-0.115, 0.163, -0.806], [0.094, 0.092, 0.592], [-0.447, -0.029, 0.262], [0.037, -0.032, -0.001], [0.064, -0.013, -0.022], [-0.014, -0.081, 0.016], [0.010, -0.003, 0.079], [0.214, 0.001, -0.210], [0.360, 0.308, 0.060], [-0.065, 0.081, -0.035], [-0.004, 0.006, -0.004], [0.041, -0.027, 0.035], [-0.038, 0.032, -0.001], [-0.054, -0.013, 0.026], [-0.066, -0.030, -0.108], [0.006, 0.043, 0.120], [-0.062, -0.024, -0.058], [0.018, -0.064, -0.025], [-0.030, 0.045, 0.030], [0.079, -0.032, -0.041], [0.017, 0.010, 0.027], [-0.100, -0.025, -0.040], [-0.085, 0.011, -0.265], [0.073, -0.018, -0.056], [-0.326, 0.117, 0.153], [0.037, 0.074, 0.170], [-0.016, 0.021, -0.140], [0.113, 0.059, 0.191], [0.048, -0.068, -0.038], [-0.034, -0.045, -0.157], [0.118, 0.066, 0.109], [-0.375, -0.326, 0.263], [0.005, 0.025, -0.022], [-0.008, -0.005, 0.011], [0.041, -0.046, 0.008], [-0.005, 0.088, 0.071], [0.034, -0.017, -0.009], [-0.022, -0.042, -0.059], [-0.002, 0.006, -0.009], [0.075, 0.033, 0.003], [-0.018, 0.017, 0.021], [0.002, -0.019, -0.016], [-0.043, -0.016, -0.064], [-0.013, -0.045, -0.004], [0.285, -0.057, -0.062], [-0.038, -0.044, -0.062], [-0.041, 0.007, 0.049], [0.016, 0.061, -0.012], [-0.006, 0.011, -0.045], [-0.018, -0.002, 0.035], [0.057, -0.008, -0.107], [-0.046, 0.015, 0.085], [-0.055, 0.019, 0.007], [-0.022, 0.043, 0.029], [0.021, -0.063, 0.005], [0.002, -0.038, 0.040], [-0.234, 0.026, -0.279], [-0.008, -0.334, 0.152], [0.526, 0.102, 0.119], [-0.007, 0.002, -0.013], [0.003, -0.023, -0.002], [0.002, -0.015, -0.004], [0.008, 0.010, 0.004], [-0.010, -0.006, 0.025], [0.009, 0.012, -0.015], [0.004, -0.016, -0.023], [-0.015, 0.011, 0.003], [0.001, -0.001, -0.014], [0.009, 0.007, 0.022], [0.012, 0.002, 0.006]], "lowdin_charge": [1.206, 0.710, -0.666, -0.119, -0.117, -0.116, -0.114, -0.663, 0.748, 0.097, 0.087, 0.088, 0.098, -0.039, -0.305, -0.148, -0.125, -0.152, 0.052, -0.252, 0.058, 0.053, -0.053, -0.317, -0.190, -0.014, 0.030, 0.024, -0.078, -0.612, 0.015, -0.154, 0.085, 0.091, 0.078, 0.151, 0.124, 0.121, 0.117, 0.132, 0.126, 0.119, 0.145, 0.006, -0.666, -0.005, 0.024, -0.061, -0.273, -0.014, -0.181, -0.022, -0.047, -0.189, -0.025, -0.018, -0.582, -0.149, -0.045, 0.069, 0.077, 0.074, 0.110, 0.077, 0.081, 0.085, 0.082, 0.073, 0.088, 0.112]}